A molecular structure, C55H43CoO4P3Se2, computed with ωB97M-V/def2-TZVPD.

## Properties
HOMO (spin up / spin down): -6.3425 / -6.3563 eV
energy relative to the best compared isomer or geometry (same formula, charge and spin): 55.40 kcal per mole
M: 1077.720 Da
HOMO-LUMO gap (spin up / spin down): 0.245 / 0.250 Ha
LUMO level (spin up / spin down): 0.01215 / 0.01592 Ha

ORCA input file:
```
! wB97M-V def2-TZVPD RIJCOSX def2/J DEFGRID3
* xyz 0 2
Co -0.49537 -0.32151 -0.02695
O 0.93004 -1.60227 2.94053
C 0.07059 -2.68649 2.92129
C 0.43348 -3.99302 3.18613
C -0.54309 -4.97762 3.09564
C -1.84712 -4.65818 2.75077
C -2.19004 -3.33797 2.48949
C -1.22994 -2.34199 2.57923
P -1.43463 -0.60812 2.09463
C -1.54004 0.22083 3.70305
C -2.00439 -0.44439 4.83736
C -2.05708 0.21278 6.05615
C -1.63334 1.53204 6.15136
C -1.16338 2.19595 5.02840
C -1.11750 1.54400 3.80480
C -0.40374 -2.20605 -0.62550
C -1.26883 -2.58037 -1.66630
C -1.26363 -3.85871 -2.21544
C -0.39531 -4.82752 -1.73814
C 0.47134 -4.49217 -0.71002
C 0.46507 -3.20783 -0.18085
C 2.26675 -1.75951 2.63474
C 3.11247 -2.30065 3.59331
C 4.46953 -2.39112 3.34268
C 4.98194 -1.90888 2.14571
C 4.13351 -1.33838 1.21418
C 2.75369 -1.26877 1.42586
P 1.74576 -0.28949 0.22809
C 2.40669 1.33429 0.74090
C 2.05204 1.73324 2.03071
C 2.46539 2.95567 2.52593
C 3.24050 3.79551 1.73484
C 3.60708 3.39707 0.46025
C 3.19351 2.16751 -0.04000
C 2.45803 -0.65522 -1.40400
C 2.15982 0.26322 -2.40789
C 2.50713 0.01216 -3.72461
C 3.14836 -1.17321 -4.05361
C 3.43237 -2.10269 -3.06282
C 3.08611 -1.84979 -1.74375
H 1.45470 -4.25291 3.42472
H -0.27227 -6.00783 3.28754
H -2.59395 -5.43655 2.67077
H -3.19967 -3.08242 2.19511
H -2.31961 -1.47853 4.76957
H -2.42436 -0.30545 6.93262
H -1.67066 2.04287 7.10535
H -0.84378 3.22771 5.09699
H -0.78774 2.07658 2.92245
H -1.98398 -1.87049 -2.06225
H -1.95414 -4.09640 -3.01726
H -0.39558 -5.82602 -2.15743
H 1.16019 -5.23121 -0.31508
H 1.17441 -3.00940 0.61091
H 2.69266 -2.62211 4.53735
H 5.12818 -2.81500 4.08926
H 6.04472 -1.95346 1.94844
H 4.55025 -0.91817 0.30754
H 1.43678 1.08536 2.64775
H 2.17415 3.25852 3.52384
H 3.55645 4.75895 2.11410
H 4.21041 4.04529 -0.16012
H 3.48654 1.87677 -1.04046
H 1.62562 1.17367 -2.16094
H 2.24568 0.72671 -4.49615
H 3.41080 -1.38055 -5.08313
H 3.91174 -3.03907 -3.31775
H 3.28388 -2.60050 -0.99021
Se -2.76939 2.68171 0.77713
P -0.88997 3.23232 -2.16747
Se -0.66298 2.23099 -0.10534
C -0.73241 1.98247 -3.50214
C -0.49824 2.46205 -4.79668
C -0.48385 1.59975 -5.88131
C -0.71818 0.24159 -5.69713
C -0.97897 -0.23902 -4.42395
C -0.99589 0.62882 -3.33969
C 0.74619 4.08390 -2.22416
C 0.83983 5.22770 -1.42696
C 1.98757 6.00265 -1.42504
C 3.06345 5.65613 -2.23256
C 2.98691 4.51914 -3.02204
C 1.83725 3.73882 -3.01683
H -0.32859 3.52104 -4.95702
H -0.29393 1.98979 -6.87364
H -0.70019 -0.43325 -6.54372
H -1.15843 -1.29397 -4.25869
H -1.23295 0.24408 -2.35849
H -0.00144 5.50968 -0.80281
H 2.03690 6.88667 -0.80171
H 3.95573 6.26967 -2.24530
H 3.82196 4.23624 -3.65177
H 1.79283 2.86506 -3.65236
O -4.27133 -0.03542 -2.29518
C -5.16949 -0.00284 -1.28455
C -6.52437 0.19704 -1.53736
C -7.43613 0.23342 -0.50025
C -7.01518 0.06919 0.81464
C -5.67421 -0.12941 1.06967
C -4.73593 -0.16965 0.03664
C -3.31316 -0.33936 0.35961
O -3.06380 -0.64908 1.64218
O -2.41994 -0.31131 -0.48265
H -4.72118 0.16357 -3.12388
H -6.85384 0.33032 -2.56189
H -8.48346 0.39589 -0.72024
H -7.72609 0.10820 1.62800
H -5.32030 -0.23330 2.08524
*
```